A 8-piece molecular cluster, C18H53ClN3O14 overall at a distorted geometry, computed with ωB97M-V/def2-TZVPD.

Last columns: bonded neighbours and bond lengths (Å).
CARTESIAN COORDINATES (ANGSTROEM)
1 Cl 21.125 -1.647 20.492  O2 1.446, O3 1.486, O4 1.410, O5 1.457
2 O 20.665 -2.633 19.539  Cl1 1.446
3 O 22.370 -1.032 19.966  Cl1 1.486
4 O 20.024 -0.780 20.654  Cl1 1.410
5 O 21.301 -2.264 21.800  Cl1 1.457
6 O 20.102 0.289 23.671  H7 0.957, H8 0.957
7 H 20.372 -0.505 23.210  O6 0.957
8 H 20.318 1.001 23.070  O6 0.957
9 O 17.690 -2.607 22.199  H10 0.957, H11 0.957
10 H 17.298 -3.288 21.652  O9 0.957
11 H 18.414 -2.265 21.674  O9 0.957
12 O 17.583 -0.633 18.007  H13 0.957, H14 0.957
13 H 17.143 0.112 18.417  O12 0.957
14 H 18.442 -0.666 18.427  O12 0.957
15 O 24.947 0.276 21.908  H16 0.957, H17 0.957
16 H 24.677 1.154 21.640  O15 0.957
17 H 24.586 -0.302 21.236  O15 0.957
18 C 24.178 -3.852 20.880  O19 1.450, H27 1.090, H28 1.090, H29 1.090
19 O 24.301 -4.945 21.825  C18 1.450, C20 1.362
20 C 24.457 -6.139 21.187  O19 1.362, C21 1.468, H30 1.090, H31 1.090
21 C 24.817 -7.190 22.146  C20 1.468, N22 1.443, H32 1.090, H33 1.090
22 N 26.154 -7.191 22.687  C21 1.443, C23 1.408, H34 1.010
23 C 26.660 -8.361 23.285  N22 1.408, C24 1.524, H35 1.090, H36 1.090
24 C 26.809 -9.422 22.202  C23 1.524, O25 1.439, H37 1.090, H38 1.090
25 O 27.115 -8.818 20.933  C24 1.439, C26 1.421
26 C 27.248 -9.752 19.870  O25 1.421, H39 1.090, H40 1.090, H41 1.090
27 H 23.250 -3.994 20.327  C18 1.090
28 H 25.042 -3.738 20.225  C18 1.090
29 H 24.094 -2.894 21.392  C18 1.090
30 H 25.281 -6.062 20.477  C20 1.090
31 H 23.461 -6.294 20.771  C20 1.090
32 H 24.539 -8.125 21.660  C21 1.090
33 H 24.110 -7.096 22.971  C21 1.090
34 H 26.714 -7.329 21.858  N22 1.010
35 H 25.934 -8.692 24.027  C23 1.090
36 H 27.573 -8.034 23.783  C23 1.090
37 H 25.770 -9.728 22.072  C24 1.090
38 H 27.578 -10.156 22.443  C24 1.090
39 H 26.269 -10.135 19.580  C26 1.090
40 H 27.959 -10.567 20.001  C26 1.090
41 H 27.542 -9.129 19.025  C26 1.090
42 C 15.809 -7.902 26.939  O43 1.418, H51 1.090, H52 1.090, H53 1.090
43 O 16.891 -8.050 26.034  C42 1.418, C44 1.439
44 C 16.606 -8.563 24.720  O43 1.439, C45 1.609, H54 1.090, H55 1.090
45 C 17.892 -8.573 23.752  C44 1.609, N46 1.487, H56 1.090, H57 1.090
46 N 18.445 -7.217 23.495  C45 1.487, C47 1.449, H58 1.010
47 C 19.279 -7.210 22.311  N46 1.449, C48 1.605, H59 1.090, H60 1.090
48 C 18.496 -7.605 20.966  C47 1.605, O49 1.402, H61 1.090, H62 1.090
49 O 17.748 -6.484 20.584  C48 1.402, C50 1.456
50 C 18.603 -5.486 19.955  O49 1.456, H63 1.090, H64 1.090, H65 1.090
51 H 15.671 -8.858 27.445  C42 1.090
52 H 14.859 -7.622 26.484  C42 1.090
53 H 16.017 -7.219 27.763  C42 1.090
54 H 15.740 -8.004 24.367  C44 1.090
55 H 16.446 -9.637 24.810  C44 1.090
56 H 17.609 -9.171 22.886  C45 1.090
57 H 18.635 -9.208 24.235  C45 1.090
58 H 19.137 -7.099 24.221  N46 1.010
59 H 20.083 -7.935 22.436  C47 1.090
60 H 19.769 -6.239 22.248  C47 1.090
61 H 17.656 -8.295 21.051  C48 1.090
62 H 19.153 -7.879 20.140  C48 1.090
63 H 18.093 -4.622 19.528  C50 1.090
64 H 19.142 -6.003 19.162  C50 1.090
65 H 19.418 -5.108 20.573  C50 1.090
66 C 24.628 3.105 15.164  O67 1.439, H75 1.090, H76 1.090, H77 1.090
67 O 24.859 1.783 15.685  C66 1.439, C68 1.476
68 C 24.661 1.526 17.124  O67 1.476, C69 1.533, H78 1.090, H79 1.090
69 C 23.372 2.090 17.735  C68 1.533, N70 1.481, H80 1.090, H81 1.090
70 N 23.239 1.838 19.188  C69 1.481, C71 1.453, H82 1.010
71 C 22.245 2.686 19.823  N70 1.453, C72 1.525, H83 1.090, H84 1.090
72 C 22.177 2.435 21.326  C71 1.525, O73 1.415, H85 1.090, H86 1.090
73 O 20.943 2.824 21.899  C72 1.415, C74 1.433
74 C 20.669 4.228 21.820  O73 1.433, H87 1.090, H88 1.090, H89 1.090
75 H 25.019 3.868 15.837  C66 1.090
76 H 23.557 3.240 15.013  C66 1.090
77 H 25.052 3.272 14.174  C66 1.090
78 H 25.479 1.890 17.745  C68 1.090
79 H 24.596 0.476 17.413  C68 1.090
80 H 22.568 1.532 17.255  C69 1.090
81 H 23.262 3.157 17.545  C69 1.090
82 H 22.954 0.869 19.155  N70 1.010
83 H 21.322 2.529 19.265  C71 1.090
84 H 22.620 3.706 19.737  C71 1.090
85 H 22.968 2.882 21.928  C72 1.090
86 H 22.299 1.427 21.722  C72 1.090
87 H 20.288 4.683 20.905  C74 1.090
88 H 21.569 4.785 22.080  C74 1.090
89 H 19.964 4.521 22.598  C74 1.090

Summary:
* net charge: -2
* <S²>: 0.750
* energy: -65168.730 eV
* multiplicity: 2
* HOMO level (spin up / spin down): 2.569 / -4.030 eV